(1)
{"formula": "H5OS2", "method": "ωB97M-V with the def2-TZVPD basis set", "symbols": ["O", "H", "H", "H", "S", "S", "H", "H"], "coordinates": [[1.16, 0.95, -2.54], [1.49, 1.83, -2.77], [1.22, 0.45, -3.38], [-1.02, -0.90, -0.90], [-0.43, 0.51, 1.47], [-0.12, -0.96, 0.11], [-1.52, -0.01, 2.07], [0.93, -0.42, -0.54]], "molar_mass_da": 85.173, "homo_lumo_gap_ha": 0.38047, "lumo_ev": -5.2052, "total_charge": 1, "homo_ev": -15.56, "total_energy_ha": -874.2881, "de_lowest_kcal_mol": 3.00}

***

(2)
{"formula": "H6KO3", "method": "ωB97M-V with the def2-TZVPD basis set", "symbols": ["K", "O", "H", "H", "O", "H", "H", "O", "H", "H"], "coordinates": [[1.06, -0.08, -0.35], [0.65, 2.13, 0.64], [0.07, 1.38, 0.63], [0.09, 2.87, 0.40], [-0.69, 0.48, 0.35], [-1.35, 0.23, 0.99], [-1.06, 0.20, -0.49], [0.38, -2.03, -0.81], [0.25, -2.78, -1.39], [0.60, -2.41, 0.04]], "molar_mass_da": 93.143, "homo_lumo_gap_ha": 0.39942, "lumo_ev": -4.1098, "total_charge": 1, "homo_ev": -14.98, "total_energy_ha": -828.9271, "de_lowest_kcal_mol": 104.83}

***

(3)
{"formula": "H6N2", "method": "ωB97M-V with the def2-TZVPD basis set", "symbols": ["N", "H", "H", "H", "N", "H", "H", "H"], "coordinates": [[3.12, -0.83, 0.76], [3.72, -0.62, -0.04], [3.65, -0.61, 1.61], [2.33, -0.17, 0.72], [3.02, 3.33, -0.09], [2.98, 4.02, 0.67], [2.05, 3.02, -0.25], [3.31, 3.84, -0.93]], "molar_mass_da": 34.062, "homo_lumo_gap_ha": 0.39997, "lumo_ev": 1.0020, "homo_ev": -9.88, "smiles": "N.N", "total_energy_ha": -113.1007, "de_lowest_kcal_mol": 2.21}

***

(4)
{"formula": "H6N2", "method": "ωB97M-V with the def2-TZVPD basis set", "symbols": ["N", "H", "H", "H", "N", "H", "H", "H"], "coordinates": [[0.82, 2.70, -3.19], [1.68, 2.40, -2.71], [0.13, 1.96, -3.06], [0.47, 3.52, -2.68], [-2.45, -0.19, -3.77], [-2.87, 0.18, -2.91], [-1.96, -1.05, -3.52], [-3.22, -0.46, -4.39]], "molar_mass_da": 34.062, "homo_lumo_gap_ha": 0.40347, "lumo_ev": 1.0494, "homo_ev": -9.93, "smiles": "N.N", "total_energy_ha": -113.1008, "de_lowest_kcal_mol": 2.17}

***

(5)
{"formula": "H6N2Si", "method": "ωB97M-V with the def2-TZVPD basis set", "symbols": ["N", "N", "Si", "H", "H", "H", "H", "H", "H"], "coordinates": [[-0.84, -0.40, 1.30], [-0.84, -0.49, -0.15], [1.06, 0.48, -0.86], [-0.27, -1.14, 1.63], [-1.71, -0.71, 1.63], [-1.49, 0.20, -0.36], [1.12, 2.08, -0.61], [0.68, 0.09, -2.18], [2.28, -0.12, -0.41]], "molar_mass_da": 62.148, "homo_lumo_gap_ha": 0.31167, "lumo_ev": 0.5898, "homo_ev": -7.89, "smiles": "NN[SiH3]", "total_energy_ha": -402.4787, "de_lowest_kcal_mol": 40.10}

***

(6)
{"formula": "H6N4", "method": "ωB97M-V with the def2-TZVPD basis set", "symbols": ["N", "N", "N", "N", "H", "H", "H", "H", "H", "H"], "coordinates": [[-1.93, 0.12, -0.10], [1.88, -0.10, -0.06], [-0.81, -0.56, 0.24], [0.76, 0.63, 0.13], [-2.29, 0.65, 0.68], [-1.87, 0.69, -0.95], [2.06, -0.88, 0.56], [2.02, -0.32, -1.04], [-0.52, -1.10, -0.58], [0.69, 0.87, 1.12]], "molar_mass_da": 62.076, "homo_lumo_gap_ha": [0.25305, 0.33159], "lumo_ev": [1.3083, -0.2371], "homo_ev": [-5.58, -9.26], "spin_multiplicity": 3, "total_energy_ha": -222.4042, "de_lowest_kcal_mol": 7.48}

***

(7)
{"formula": "H6NP3", "method": "ωB97M-V with the def2-TZVPD basis set", "symbols": ["N", "P", "P", "P", "H", "H", "H", "H", "H", "H"], "coordinates": [[0.27, 1.46, 0.98], [-1.79, -1.00, 0.36], [1.89, -1.07, 0.11], [0.12, 0.13, 0.23], [-0.59, 2.06, 1.34], [-2.53, 0.13, -0.02], [-1.36, -1.58, -0.82], [2.00, -1.16, 1.61], [2.78, 0.04, 0.31], [-0.04, -0.12, -1.86]], "molar_mass_da": 112.977, "homo_lumo_gap_ha": 0.30737, "lumo_ev": -0.0466, "homo_ev": -8.41, "total_energy_ha": -1082.2529, "de_lowest_kcal_mol": 70.51}

***

(8)
{"formula": "H6NS2", "method": "ωB97M-V with the def2-TZVPD basis set", "symbols": ["N", "H", "H", "H", "H", "S", "S", "H", "H"], "coordinates": [[1.42, -0.85, 1.96], [0.48, -0.62, 1.58], [2.02, -1.35, 1.31], [1.29, -1.36, 2.83], [1.85, 0.04, 2.25], [-0.55, 0.81, 0.26], [-0.38, -0.20, -1.52], [-1.85, 1.05, 0.30], [0.17, 0.83, -2.18]], "molar_mass_da": 84.189, "homo_lumo_gap_ha": 0.35451, "lumo_ev": -4.0257, "total_charge": 1, "homo_ev": -13.67, "total_energy_ha": -854.4626, "de_lowest_kcal_mol": 2.19}

***

(9)
{"formula": "H6O3", "method": "ωB97M-V with the def2-TZVPD basis set", "symbols": ["O", "H", "H", "O", "H", "H", "O", "H", "H"], "coordinates": [[-17.93, 8.96, 26.37], [-18.39, 9.53, 26.99], [-17.81, 9.51, 25.59], [-19.16, 12.80, 26.05], [-18.80, 13.68, 26.08], [-19.17, 12.51, 26.97], [-17.83, 11.00, 24.58], [-18.19, 11.68, 25.15], [-18.35, 11.07, 23.77]], "molar_mass_da": 54.045, "homo_lumo_gap_ha": 0.39971, "lumo_ev": 0.2704, "homo_ev": -10.61, "smiles": "O.O.O", "total_energy_ha": -229.3125, "de_lowest_kcal_mol": 7.86}

***

(10)
{"formula": "H6O3", "method": "ωB97M-V with the def2-TZVPD basis set", "symbols": ["O", "H", "H", "O", "H", "H", "O", "H", "H"], "coordinates": [[0.70, -0.42, 1.02], [0.87, 0.49, 1.26], [-0.13, -0.37, 0.52], [1.22, 0.25, -1.30], [1.20, -0.13, -0.39], [1.38, -0.53, -1.81], [-1.81, -0.19, 0.36], [-1.75, 0.64, 0.82], [-1.67, 0.25, -0.49]], "molar_mass_da": 54.045, "homo_lumo_gap_ha": 0.42194, "lumo_ev": 0.5206, "homo_ev": -10.96, "smiles": "O.O.O", "total_energy_ha": -229.2934, "de_lowest_kcal_mol": 19.86}

***

(11)
{"formula": "H6O3", "method": "ωB97M-V with the def2-TZVPD basis set", "symbols": ["O", "H", "H", "O", "H", "H", "O", "H", "H"], "coordinates": [[-0.21, 1.78, -3.71], [0.08, 1.76, -2.72], [-1.20, 1.70, -3.69], [-1.02, -4.74, 4.76], [-0.74, -4.00, 5.20], [-1.94, -4.70, 4.51], [1.79, 2.43, -1.27], [1.75, 3.46, -0.89], [1.49, 2.32, -2.19]], "molar_mass_da": 54.045, "homo_lumo_gap_ha": 0.45224, "lumo_ev": 0.6521, "homo_ev": -11.65, "smiles": "O.O.O", "total_energy_ha": -229.2716, "de_lowest_kcal_mol": 33.56}

***

(12)
{"formula": "H6O3", "method": "ωB97M-V with the def2-TZVPD basis set", "symbols": ["O", "H", "H", "O", "H", "H", "O", "H", "H"], "coordinates": [[2.68, 0.29, -0.27], [1.78, 0.08, 0.06], [2.82, -0.17, -1.20], [-1.76, -0.73, 1.23], [-1.62, 0.08, 1.71], [-2.81, -0.66, 1.10], [-0.05, 0.27, -0.95], [-0.70, -0.19, -0.61], [-0.35, 1.02, -1.08]], "molar_mass_da": 54.045, "homo_lumo_gap_ha": 0.40191, "lumo_ev": 0.3804, "homo_ev": -10.56, "smiles": "O.O.O", "total_energy_ha": -229.2548, "de_lowest_kcal_mol": 44.09}